The following is a quantum chemistry calculation of a 11-piece molecular cluster, C25H66Cl8N2O9 overall in a non-equilibrium geometry, from OMol25.

```
110
Properties=species:S:1:pos:R:3:mulliken_charge:R:1
Cl 9.357 -3.140 6.968 -0.19
Cl 3.995 -8.374 0.700 -0.23
Cl -0.323 -7.480 8.965 -0.18
Cl -3.350 -5.883 9.853 -0.22
Cl 0.916 -7.851 2.095 -0.24
Cl 4.047 -1.868 9.943 -0.12
Cl 6.451 -4.968 6.938 -0.08
Cl 1.318 -3.745 10.336 -0.12
O 4.712 -1.217 4.808 -0.53
O 4.708 -8.075 9.485 -0.53
O 1.757 -9.455 5.024 -0.48
O -1.464 -3.095 3.257 -0.35
O 1.858 -5.476 6.057 0.52
O 5.273 -9.281 5.228 -0.54
O -4.534 -4.091 6.208 -0.28
O 1.087 -3.242 1.306 -0.42
O -0.545 -1.634 7.509 -0.43
N 0.870 -2.984 4.424 1.38
N -2.397 -5.293 4.892 0.39
C 5.083 -2.134 5.744 -0.43
C -2.137 -5.484 8.574 0.67
C -1.854 -1.377 8.125 -0.74
C -1.488 -5.507 3.737 -0.27
C 2.574 -5.236 7.260 0.75
C 0.888 -8.767 5.914 -0.17
C -4.674 -5.486 5.852 -0.55
C 3.509 -8.508 2.422 -0.39
C -1.817 -4.362 2.663 -0.62
C 1.952 -3.708 2.365 -0.01
C -1.629 -1.916 2.478 -1.01
C -0.553 -2.361 6.280 0.31
C -5.623 -3.625 7.046 -0.91
C 5.355 -8.083 5.908 0.03
C 2.514 -7.448 2.835 0.47
C 2.028 -2.757 3.548 -0.42
C 3.311 -8.006 9.831 -0.38
C -1.380 -6.618 7.872 0.36
C 1.059 -4.210 0.254 -0.81
C -3.738 -5.799 4.690 -0.90
C 7.591 -4.707 8.326 -0.63
C 8.274 -3.280 8.355 -0.36
C 1.367 -1.962 10.415 -0.38
C 0.812 -2.151 5.620 -0.54
C 2.672 -1.458 11.055 -0.51
H 4.681 -7.305 5.550 0.09
H 2.918 -2.905 4.159 0.06
H 1.600 -2.431 6.320 -0.10
H 4.472 -8.367 2.912 0.15
H 2.738 -6.443 2.477 0.34
H 1.611 -4.679 2.723 -0.61
H 2.313 -9.999 5.587 0.26
H -2.490 -2.258 8.033 0.11
H -6.513 -3.419 6.451 0.32
H -0.937 -3.373 6.405 -0.19
H -2.577 -1.464 2.771 0.32
H 1.034 -1.115 5.367 0.37
H 0.639 -5.189 0.485 0.26
H 0.394 -3.849 -0.531 0.26
H -3.789 -6.856 4.430 0.40
H 1.468 -8.064 6.511 -0.08
H 3.339 -8.622 10.730 0.40
H -2.105 -7.322 7.464 0.38
H -1.262 -1.840 5.636 0.30
H -0.698 -6.255 7.104 -0.48
H 7.514 -2.501 8.430 0.19
H 6.959 -4.777 9.211 0.26
H -0.013 -2.904 3.940 -0.67
H 4.262 -0.481 5.230 0.30
H 8.294 -5.532 8.444 0.38
H 2.538 -6.149 7.853 -0.30
H 5.093 -8.132 6.965 -0.11
H -4.478 -6.151 6.693 0.20
H -4.098 -5.299 3.791 0.38
H -2.801 -4.350 2.195 0.57
H 2.684 -8.443 9.054 0.12
H 4.916 -8.899 9.038 0.25
H 2.166 -4.327 7.702 -0.27
H -2.393 -0.557 7.652 0.33
H 4.307 -2.369 6.473 0.16
H 0.270 -9.373 6.577 0.40
H 4.450 -9.699 5.492 0.28
H 8.956 -3.091 9.184 0.39
H -1.090 -4.562 1.876 0.11
H 2.048 -4.330 -0.188 0.36
H 2.981 -3.843 2.031 0.78
H 0.209 -8.236 5.246 0.07
H -0.888 -1.206 2.844 0.27
H -5.657 -5.568 5.389 0.56
H 2.963 -6.998 10.056 0.12
H 1.203 -1.641 9.386 0.06
H -5.271 -2.691 7.485 0.22
H -1.318 -4.902 8.996 0.11
H 2.774 -1.912 12.041 0.33
H -1.829 -1.013 9.152 0.34
H -2.728 -4.871 7.892 -0.61
H -0.496 -5.450 4.185 -0.59
H 6.364 -7.670 5.882 0.31
H -5.783 -4.339 7.853 0.36
H 2.402 -7.307 3.911 -0.43
H 5.353 -3.078 5.271 0.15
H -1.580 -6.528 3.365 0.74
H 2.559 -0.380 11.168 0.33
H 2.024 -1.728 3.189 0.39
H 0.521 -1.603 11.000 0.39
H -2.573 -4.320 5.098 0.04
H 1.503 -4.629 5.778 -0.49
H 5.898 -1.773 6.372 0.32
H -1.612 -2.108 1.405 0.30
H 3.113 -9.512 2.571 0.36
H 3.611 -5.108 6.948 -0.22
```

Calculated values
Maximum force ... 0.05721 Eh/bohr
Charge ... 0
Kohn-Sham gap ... 0.3291 Eh
SMILES ... COCCNCCOC.COCCNCCOC.ClCCCl.ClCCCl.ClCCCl.ClCCCl.CO.CO.CO.CO.CO
HOMO level ... -0.3165 Ha
Molar mass ... 822.43 u
E_LUMO ... 0.344 eV

***

The following is a quantum chemistry calculation of a 10-piece molecular cluster, C30H80O10 overall in a non-equilibrium geometry, from OMol25.

```
120
Properties=species:S:1:pos:R:3:mulliken_charge:R:1
O -4.997 -3.061 6.438 -0.56
O 5.297 -4.470 -7.322 -0.53
O 7.367 -0.086 2.015 -0.55
O -0.539 -9.847 -4.031 -0.56
O -1.266 5.849 -3.425 -0.53
O -0.173 5.971 4.963 -0.55
O 1.681 -2.664 0.672 -0.51
O 1.230 -4.204 4.866 -0.58
O -7.149 -3.252 -0.287 -0.55
O -4.731 -7.795 0.652 -0.59
C -0.313 -7.556 -4.049 -1.26
C 0.023 -6.095 4.171 -1.11
C -0.264 -2.931 -0.639 -1.20
C 1.369 -5.559 4.560 0.64
C 0.037 -1.094 1.044 -1.26
C -6.769 -2.009 0.268 0.61
C -2.163 4.754 -3.256 0.38
C -4.143 -8.734 1.495 0.78
C -3.854 -2.929 4.417 -1.28
C 7.716 -1.081 3.947 -1.52
C -1.218 -8.732 -4.446 0.56
C -1.177 4.362 3.558 -1.16
C 3.907 -4.341 -7.033 0.50
C -5.384 -1.736 -0.306 -1.22
C 5.407 -1.082 3.042 -1.25
C -1.988 4.254 -1.780 -1.22
C 1.313 5.014 3.357 -1.36
C -6.070 -4.282 4.713 -1.21
C 0.708 -1.967 -0.011 0.56
C -1.429 -8.793 -5.919 -1.31
C -0.101 5.535 3.662 0.56
C 2.924 -5.321 -7.730 -1.36
C -5.013 -9.868 1.827 -1.24
C 1.978 -6.183 5.766 -1.50
C 6.692 -0.308 3.245 0.76
C -3.612 5.353 -3.449 -1.21
C -7.738 -0.908 -0.054 -1.43
C 3.668 -4.542 -5.498 -1.22
C -2.837 -9.082 0.851 -1.40
C -4.727 -3.770 5.296 0.73
H 0.651 -7.537 -4.558 0.32
H 1.889 -5.262 -7.393 0.37
H -0.685 -0.419 0.585 0.38
H -3.804 -8.177 2.368 0.13
H 2.469 -7.140 5.589 0.35
H -1.908 -7.871 -6.248 0.36
H 2.379 -2.821 0.032 0.30
H -2.168 -8.617 -3.923 0.27
H -5.343 -1.827 -1.392 0.33
H -0.502 -5.525 3.404 0.34
H -1.183 -10.499 -3.748 0.33
H -6.827 -3.497 4.738 0.32
H 0.118 -7.112 3.791 0.32
H -4.963 -0.759 -0.065 0.36
H 0.324 -3.570 -1.298 0.29
H -0.851 5.760 -4.286 0.32
H 1.246 -1.387 -0.761 0.32
H -0.740 -3.684 -0.012 0.24
H -2.356 -8.223 0.382 0.32
H -2.872 -9.956 0.201 0.32
H -4.275 -1.944 4.218 0.37
H -6.652 -2.176 1.339 0.16
H -0.941 -6.712 -4.334 0.36
H -0.415 -1.736 1.799 0.22
H -8.743 -1.122 0.310 0.38
H -0.429 6.316 2.976 0.20
H -3.710 -3.308 3.405 0.30
H -1.017 3.760 -1.740 0.31
H 5.034 -1.468 3.991 0.35
H 6.604 0.594 3.851 0.17
H -2.909 -2.657 4.887 0.37
H -7.489 -0.026 0.536 0.37
H -4.315 -4.719 5.640 0.07
H -4.413 -10.353 2.597 0.34
H -1.466 4.062 2.551 0.27
H -2.809 3.604 -1.480 0.35
H -4.194 -2.707 6.828 0.31
H 7.963 -1.979 3.381 0.35
H -5.950 -4.554 3.664 0.26
H -6.398 -5.172 5.250 0.33
H -7.816 -0.719 -1.125 0.35
H 7.385 -1.428 4.926 0.37
H -5.165 -10.625 1.057 0.33
H 0.756 -0.476 1.583 0.31
H 0.560 6.557 5.168 0.31
H 2.688 -5.500 6.233 0.36
H -2.054 4.542 4.180 0.33
H -7.457 -3.099 -1.183 0.35
H -2.295 -9.613 1.633 0.40
H 1.480 4.321 2.532 0.33
H 5.618 -1.942 2.406 0.32
H -0.511 -6.192 5.116 0.26
H -5.961 -9.547 2.258 0.31
H 3.736 -5.569 -5.140 0.29
H -0.724 3.437 3.913 0.31
H -2.049 -9.654 -6.171 0.31
H 4.622 -0.515 2.542 0.29
H -5.123 -7.053 1.118 0.29
H -4.679 -2.486 0.052 0.29
H 2.885 -5.248 -8.817 0.33
H 1.181 -6.318 6.496 0.34
H 3.593 -3.301 -7.117 0.22
H 4.418 -3.939 -4.987 0.33
H 1.114 -3.834 3.988 0.28
H 8.637 -0.516 4.093 0.39
H -0.211 -7.672 -2.970 0.30
H -0.595 -8.887 -6.614 0.32
H -2.056 5.072 -1.062 0.34
H -3.898 6.053 -2.664 0.30
H -2.105 3.887 -3.914 0.29
H 2.024 5.837 3.286 0.38
H 8.234 0.291 2.179 0.32
H 5.338 -5.275 -7.844 0.33
H -1.075 -2.496 -1.224 0.36
H -3.801 5.980 -4.321 0.33
H 1.729 4.518 4.235 0.39
H -4.316 4.525 -3.531 0.35
H 2.167 -5.543 3.818 0.28
H 2.618 -4.307 -5.324 0.35
H 3.297 -6.304 -7.443 0.39
```

Calculated values
Maximum force ... 0.06599 Eh/bohr
ΔE to the lowest compared entry with this formula, charge and spin ... 5.301 eV
Charge ... 0
Kohn-Sham gap ... 0.3785 Eh
SMILES ... CC(C)O.CC(C)O.CC(C)O.CC(C)O.CC(C)O.CC(C)O.CC(C)O.CC(C)O.CC(C)O.CC(C)O
HOMO level ... -0.3695 Ha
Molar mass ... 600.96 u
E_LUMO ... 0.247 eV